ORCA calculation (wB97M-V/def2-TZVPD) on 21 unconnected molecules or ions with the total composition H43O21 at a distorted geometry.

Geometry as XYZ:
```
64
Properties=species:S:1:pos:R:3:forces:R:3
O 3.42650 1.61921 -0.35241 0.167 -1.253 0.031
H -2.65568 -1.90333 2.35693 0.432 -0.068 0.760
H -1.43134 4.05269 1.50003 0.708 0.581 -0.174
O -1.22888 1.52052 0.84835 -0.685 0.490 1.512
H -2.12571 1.83616 0.69637 -0.308 -0.261 -0.771
H 1.05940 -1.75541 -3.37521 0.137 -0.393 0.811
O -2.03710 -1.23597 2.06304 0.122 0.609 -1.671
H -1.21775 -1.05734 2.55123 -0.614 -0.328 1.301
H 3.00268 -1.07857 3.73964 0.747 -0.200 -1.519
O -1.15725 -4.80787 1.20347 -0.736 -1.233 0.929
H 1.64599 -2.20411 3.49912 0.662 -0.107 -1.234
H -4.51631 0.66046 3.18347 0.141 -0.013 0.244
O 1.16678 3.34756 -4.48268 0.135 0.420 0.542
H 3.06273 0.34804 1.22639 -1.141 -0.128 0.289
H 2.07707 3.04173 -4.48711 0.148 -0.192 -0.243
O 2.22480 -1.56987 3.90000 -1.565 0.020 3.149
H 4.51889 -2.36857 0.71358 0.052 -0.298 0.911
H 0.96435 2.06469 -0.83744 -0.869 1.101 -0.463
O -0.06032 0.65889 -1.14540 0.587 -1.294 -0.599
H 1.17130 3.96466 -3.73568 -0.135 0.206 -0.150
H -0.37983 0.16378 4.21490 -0.466 -0.049 -0.247
O 0.16122 -2.11286 -3.46179 1.090 0.872 -1.173
H 2.94432 2.24186 -0.89466 -0.005 0.804 0.164
H 0.93302 -0.03249 3.58714 0.193 -0.607 -0.543
O 2.48305 -0.46207 -2.23005 -0.191 -0.062 -0.043
H -1.17920 3.35417 -1.34266 0.095 -0.025 -0.610
H -0.16720 -3.95786 3.24254 -0.135 -0.435 0.317
O 3.17834 0.21347 2.18953 1.046 1.260 -0.932
H -0.54463 -4.97272 0.49995 0.312 0.704 -0.471
H -0.09325 2.36129 -3.60049 0.109 -0.427 -0.400
O 3.77031 -1.81003 0.91538 -0.361 0.103 -2.047
H 3.50084 -1.63381 1.81320 0.512 -0.567 0.467
H -0.55669 0.81128 -1.97936 0.107 0.311 0.062
O -1.28721 -2.67963 -1.53113 1.396 0.386 -1.434
H -0.71312 -2.31638 -2.34653 -1.784 0.263 0.576
H 0.72357 0.17847 -1.45570 0.122 -0.023 -0.469
O -1.75475 4.01366 -1.75234 -0.144 0.613 1.561
H 3.00045 -0.46487 -3.03943 0.188 0.137 -0.011
H -1.90305 3.78599 -2.65113 -0.108 -0.578 -1.047
O 0.77453 3.03246 -0.97210 1.125 -0.674 0.444
H 0.44464 3.22948 -0.08821 -0.067 0.327 0.140
H -0.12855 -1.53620 -4.17919 -0.792 -0.218 -0.204
O -1.08001 3.75331 2.33778 -0.975 -0.796 1.054
H -0.89938 1.36163 -4.47424 -0.143 0.142 0.005
H -1.23975 1.74469 1.80724 0.750 -0.330 -0.537
O -3.19462 -0.45345 -3.65211 0.277 0.005 0.258
H 4.01919 2.05256 0.26635 -0.132 0.545 -0.278
O -0.26046 -1.44244 0.21447 -1.000 0.082 0.706
H -1.05848 -1.78427 -0.50781 1.454 -0.477 0.221
H -0.21900 -0.45558 0.02456 -0.324 -0.092 0.135
O -0.62900 1.54712 -3.57066 -0.243 -0.137 0.235
H 3.08194 -0.14560 -1.53685 0.059 -0.069 0.064
H -0.71185 -1.57905 1.11614 -0.091 0.370 -0.930
O -4.46177 -0.07587 2.56793 -0.209 0.260 0.073
H 4.14319 0.27030 2.08301 0.120 -0.066 1.007
H -0.47987 -3.19665 -1.36422 -0.625 -0.906 1.075
O -0.00925 -0.10679 3.36290 0.143 0.826 0.788
H -5.17645 0.12490 1.96189 -0.236 -0.166 -0.264
H -1.36289 -3.91049 1.46097 0.470 0.359 -0.524
O -0.70080 -3.16395 3.30994 0.279 0.369 -0.079
H -0.92767 -2.99549 4.22946 0.186 -0.278 0.078
H -0.19610 4.00970 2.57945 0.276 0.623 -0.596
H -3.75713 0.02244 -3.03242 -0.193 0.120 -0.166
H -2.54712 -0.85440 -3.06149 -0.069 -0.161 -0.077
```
Positions in Å, forces in eV/Å.

For the HOMO energy, the calculation gives -13.28 eV. The energy relative to the best compared isomer or geometry (same formula, charge and spin) is 110.4 kcal/mol. As for the charge: +1. The frontier orbital gap is 10.5 eV.